# C19H21N3O10S

C19H21N3O10S as an isolated structure (wB97M-V/def2-TZVPD, the OMol25 dataset).

Summary:
LUMO energy ... -0.0079 Ha
Net charge ... 0
HOMO ... -0.3286 Eh

Geometry as XYZ:
```
54
Properties=species:S:1:pos:R:3:forces:R:3:lowdin_charge:R:1
O 4.930833 -3.722128 -2.541526 0.5491 -0.1441 -0.4059 0.192
C 4.566378 -3.133868 -3.474460 -0.5962 0.2378 0.4825 -0.304
N 4.091928 -2.474884 -4.385671 0.1724 0.0235 0.3624 0.158
C 2.716733 -2.083808 -4.107249 1.0002 0.4046 -0.2858 -0.256
C 2.466646 -0.733163 -3.721676 0.4931 -0.3115 -0.2637 -0.010
C 1.214656 -0.348617 -3.422310 -0.8633 -0.4477 -0.2755 -0.011
C 0.172761 -1.337427 -3.560919 -1.8536 -0.2024 0.2897 -0.304
N -1.169042 -1.177630 -3.324225 1.2044 0.1142 -0.3524 -0.231
S -1.869466 -2.570783 -3.642076 -0.5643 -0.1026 0.0195 1.019
N -0.623701 -3.505440 -4.073810 -0.7275 0.5107 0.3433 -0.213
C 0.412047 -2.695236 -3.969341 2.2149 1.1023 -0.0418 -0.393
C 1.772115 -3.021094 -4.220378 -0.6124 -1.2814 -0.3255 0.024
H 3.298047 -0.043137 -3.679448 0.0036 -0.0110 0.0686 0.122
H 1.042478 0.665757 -3.100396 -0.3807 -0.0937 0.0276 0.104
H 2.052454 -4.027991 -4.507182 -0.0929 0.0330 -0.0398 0.131
C 0.086822 -1.178225 2.712366 0.2549 0.2568 0.2243 -0.012
C -0.281217 -0.390617 1.480274 0.0007 -0.4577 0.4206 -0.322
C -0.481611 -1.223229 0.240894 -0.4085 -0.1463 -0.3196 -0.085
O -0.145109 -0.304890 -0.813521 0.2808 0.1636 0.7804 0.028
C 0.736205 0.577360 -0.277087 0.0876 0.0709 -0.1330 -0.554
O 1.382303 1.345584 -0.916356 0.0267 0.1893 0.0482 0.148
O 0.796225 0.466750 1.069593 -0.1092 0.0647 -0.2626 0.093
H 1.061170 -1.654866 2.587671 -0.0651 -0.0881 -0.1361 0.096
H 0.162152 -0.516763 3.575305 -0.1172 -0.1292 -0.1199 0.062
H -0.660515 -1.943661 2.923939 -0.0389 0.0235 -0.0682 0.096
H -1.154574 0.236081 1.680940 0.0031 0.0254 -0.1015 0.162
H -1.506801 -1.569491 0.129084 0.0024 0.0883 -0.1874 0.141
H 0.195400 -2.079479 0.183189 0.0526 0.0372 0.1136 0.144
C 3.741153 1.481301 7.549608 -0.1826 0.1610 0.3321 -0.023
C 2.611528 0.698609 6.926783 0.4778 0.2637 0.1197 -0.331
C 2.535688 0.804799 5.422687 0.0559 -0.2011 -0.2008 -0.090
O 1.137580 0.605594 5.177662 0.1275 0.2023 0.2957 0.027
C 0.471346 1.021621 6.289170 -0.1559 0.0752 0.1009 -0.554
O -0.702597 1.182807 6.344990 0.0039 -0.0448 -0.0360 0.172
O 1.332863 1.228727 7.315934 -0.0722 -0.1779 -0.2552 0.089
H 3.599339 2.551606 7.396108 0.0098 -0.0254 -0.1488 0.093
H 3.771093 1.315392 8.626283 0.0484 -0.0527 -0.0221 0.087
H 4.700195 1.182365 7.126188 -0.0282 -0.0459 -0.0262 0.092
H 2.653408 -0.346200 7.247013 -0.0688 -0.0227 -0.0793 0.159
H 3.127081 0.046146 4.914812 -0.1718 -0.0612 -0.0783 0.141
H 2.817896 1.790581 5.045915 0.0308 0.0337 0.1204 0.143
C -3.102910 2.941592 -3.059776 0.3233 -0.2506 0.0780 -0.019
C -4.052917 2.023575 -3.789538 0.3412 0.4689 0.2943 -0.332
C -5.509104 2.256262 -3.468264 -0.1767 0.0838 -0.1755 -0.100
O -6.074221 0.959791 -3.683074 0.1247 -0.0256 0.0873 0.064
C -5.089024 0.050668 -3.462822 0.0424 -0.1184 0.0044 -0.560
O -5.269456 -1.119362 -3.362922 0.0809 -0.0069 0.0047 0.149
O -3.879601 0.660338 -3.371330 -0.4488 -0.0641 -0.1392 0.063
H -3.140293 2.759930 -1.985020 -0.1384 0.0362 -0.0041 0.092
H -2.076667 2.757854 -3.377396 -0.0161 0.0423 -0.0331 0.086
H -3.345169 3.986563 -3.255660 -0.0394 -0.0190 -0.0410 0.090
H -3.871067 2.070668 -4.866896 -0.1038 -0.0474 -0.0151 0.160
H -5.975108 2.992188 -4.119667 -0.1112 -0.1455 -0.0595 0.138
H -5.676329 2.541487 -2.426434 0.1306 0.0121 0.0148 0.140
```
Forces are in eV/Å.

# C19H21N3O3S3

One molecule with the formula C19H21N3O3S3 (wB97M-V/def2-TZVPD, the OMol25 dataset).

Summary:
SMILES string ... CSc1nc(SCC(=O)NCc2ccco2)c2c3c(sc2n1)COC(C)(C)C3
LUMO energy ... 0.0163 Ha
Net charge ... 0
ΔE to the lowest compared entry with this formula, charge and spin ... 40.04 kJ/mol
HOMO ... -0.2939 Eh

Geometry as XYZ:
```
49
Properties=species:S:1:pos:R:3:forces:R:3:lowdin_charge:R:1
C -3.870865 -2.947325 1.798415 0.1068 0.5244 -0.0134 -0.374
S -3.894975 -1.131001 1.780432 -0.5592 -0.2288 0.1733 0.955
C -2.245241 -0.821803 1.363367 0.4442 -0.4986 -0.0966 -0.671
N -1.921215 0.462800 1.237345 0.0501 0.1150 0.2546 0.058
C -0.690586 0.780128 0.905373 -0.0189 -0.1571 0.0952 -0.497
S -0.383434 2.494506 0.693055 0.2148 0.3937 -0.0606 1.010
C -2.066872 3.129370 0.938116 0.1977 -0.3055 0.2137 -0.342
C -3.121632 2.374835 0.129919 0.1650 0.5449 -0.1376 -0.598
O -4.240228 2.210516 0.549998 -0.3973 -0.0414 0.1614 0.057
N -2.719204 2.030842 -1.117802 0.1210 0.0619 -0.4559 0.050
C -3.422494 1.035163 -1.898498 -0.2238 -0.1424 -0.0113 -0.080
C -2.618935 -0.224667 -1.994092 0.6750 0.4719 -0.2303 -0.258
C -1.314675 -0.427569 -2.346076 -0.6218 0.1836 0.1057 -0.024
C -1.084734 -1.820392 -2.234073 -0.4290 -0.3760 0.0697 -0.074
C -2.262600 -2.357077 -1.820364 0.8302 -0.3038 -0.3054 -0.130
O -3.192985 -1.399783 -1.668548 -0.5212 0.0839 0.0665 0.039
C 0.287020 -0.202254 0.692542 -0.5261 -0.4971 0.1848 -0.183
C 1.660019 -0.169405 0.314023 0.4143 -0.3365 -0.1820 -0.207
C 2.184799 -1.413270 0.195390 -0.3179 0.1790 0.0394 -0.437
S 1.051821 -2.696944 0.550458 0.0965 0.3277 -0.0013 1.110
C -0.186672 -1.522765 0.859276 0.2613 0.6184 0.0082 -0.526
N -1.423986 -1.845126 1.187664 -0.1437 -0.3091 0.0844 0.080
C 3.607866 -1.670185 -0.167485 0.1199 -0.3251 0.0811 -0.201
O 4.256292 -0.500407 -0.600157 0.0140 0.1260 -0.1126 -0.078
C 3.989671 0.676493 0.164601 -0.0055 0.6191 0.2058 -0.557
C 4.846387 1.767443 -0.476365 -0.2026 -0.4236 0.0945 -0.015
C 4.380060 0.497851 1.636171 -0.0511 -0.1369 -0.3452 -0.009
C 2.495088 1.041731 0.056265 0.3003 -0.1980 -0.1388 -0.084
H -3.118648 -3.287432 2.501719 -0.0157 -0.1225 0.0129 0.034
H -4.861137 -3.265939 2.105059 -0.1036 -0.0088 0.0243 0.031
H -3.642128 -3.307495 0.801627 0.0031 -0.1283 -0.0318 0.019
H -2.323404 3.060665 1.994319 -0.1213 0.0159 -0.1549 0.090
H -2.030697 4.176421 0.634662 0.0068 -0.0070 0.0066 0.087
H -1.750856 2.181465 -1.363903 -0.1134 -0.0159 0.1893 0.094
H -4.368838 0.831419 -1.391444 0.0578 0.0454 -0.1345 0.133
H -3.625084 1.436555 -2.898991 -0.0834 -0.1219 0.1574 0.130
H -0.604067 0.313386 -2.653847 0.1139 0.2308 -0.0661 0.114
H -0.170569 -2.340754 -2.432924 0.1578 -0.1828 -0.0145 0.099
H -2.552176 -3.366874 -1.609059 -0.1498 -0.1004 0.0742 0.122
H 3.676891 -2.372771 -1.004373 0.0016 0.0174 0.1302 0.134
H 4.134480 -2.121142 0.691000 -0.0315 0.0557 -0.1179 0.131
H 4.620126 2.732768 -0.033186 -0.0133 0.1299 0.0559 0.089
H 4.648853 1.806325 -1.543793 -0.0421 0.0436 -0.1257 0.088
H 5.899072 1.542542 -0.331621 0.1410 0.0124 0.0287 0.088
H 4.376286 1.463430 2.134081 -0.0116 0.0940 0.0775 0.091
H 3.683102 -0.158066 2.152611 -0.0461 -0.0642 0.1120 0.087
H 5.379460 0.074147 1.703124 0.1128 -0.0174 0.0216 0.094
H 2.247032 1.832876 0.765144 0.1158 0.0444 0.0087 0.097
H 2.284613 1.416774 -0.949141 0.0282 0.1098 -0.0014 0.134
```
Forces are in eV/Å.

no.,HOMO-LUMO gap (eV)
1,8.727
2,8.441